Computed, not measured: an isolated molecule of C9H16N4O5, with ωB97M-V with the def2-TZVPD basis set.

For the HOMO-LUMO gap, the calculation gives 9.334 eV. Its LUMO energy is 0.47 eV. The SMILES is NC(=O)CC[C@H](N)C(=O)N[C@@H](CC(N)=O)C(=O)O. As for the energy above the lowest of the compared OMol25 structures with the same formula, charge and spin: 74.2 kcal per mole. The value obtained for the max |F| is 4.811 eV/Å. The calculated total energy comes out at -25790.0197 eV.

Last column: Mulliken charge in e.
Cartesian coordinates (Å):
O -2.394 -0.709 -4.223  -0.589
O 2.257 0.612 1.144  -0.663
O -1.033 2.845 -1.271  -0.500
O -2.498 1.393 -2.029  -0.567
O -2.358 0.016 0.283  -0.709
N -1.874 -0.719 2.681  -0.702
N -0.145 0.432 -0.418  0.027
N 3.676 0.475 2.841  -0.416
N -0.246 -0.436 -4.795  -0.368
C -1.356 1.611 -1.675  0.382
C 2.521 0.089 2.181  0.580
C -0.707 -0.694 -2.505  -0.388
C -1.255 -0.528 -3.852  0.140
C 0.459 -1.241 2.044  -0.935
C -0.310 0.600 -1.805  0.095
C -0.699 -0.207 1.956  0.424
C -1.099 0.057 0.466  0.073
C 1.600 -0.973 2.952  -0.801
H -1.854 -0.421 3.650  0.234
H 0.611 0.012 -4.569  0.180
H -0.418 -0.683 -5.768  0.228
H 4.128 1.296 2.529  0.220
H -2.855 -0.541 2.316  0.256
H -0.546 0.773 2.448  0.274
H 0.694 0.642 -0.010  0.205
H 0.584 1.157 -2.164  0.543
H -1.830 3.222 -1.682  0.367
H 0.280 -1.213 -2.645  0.361
H -0.098 -2.190 2.122  0.570
H 2.167 -1.883 3.219  0.346
H 4.016 0.133 3.660  0.150
H -1.437 -1.224 -1.866  0.330
H 0.774 -1.299 0.945  0.314
H 1.243 -0.401 3.837  0.341